Below is a cluster of 11 separate species, C38H82N2O21S6 in total, with properties calculated with ωB97M-V/def2-TZVPD.

Computed properties:
SMILES: CCOS(C)(=O)=O.CCOS(C)(=O)=O.CCOS(C)(=O)=O.CCOS(C)(=O)=O.CCOS(C)(=O)=O.CCOS(C)(=O)=O.c1cc[nH]c1.c1cc[nH]c1.C1CCOC1.C1CCOC1.C1CCOC1
Kohn-Sham gap: 7.73 eV
HOMO: -7.72 eV
total charge: 0

Geometry as XYZ:
```
149
C38H82N2O21S6 (ωB97M-V/def2-TZVPD)
H 3.3573 4.1745 0.3887
H -0.6329 0.0694 1.1548
H -5.7036 -0.6142 -3.5605
O 4.1978 1.0641 -3.6981
H 0.0860 4.6123 -3.9851
S -1.6928 -3.6773 3.0690
H 1.7132 2.8904 -4.8483
H 1.6979 4.2428 2.7135
O 6.6854 0.6251 -4.0570
O -0.3974 -3.8735 2.4546
S -4.7012 -5.7084 -1.0339
C 1.1476 -1.1673 0.8990
H 2.3609 0.1969 6.1271
C 0.8547 -0.2677 -1.2606
H -6.6566 -6.8143 -1.7993
C 6.1798 1.4467 3.8889
C 3.6744 -3.2607 -3.5343
C 3.4587 -5.9592 0.8121
O -5.1563 -5.7850 0.3623
O -2.1072 -2.3461 3.5706
O 5.0177 -1.2565 -3.7580
H 5.9711 3.6749 3.7988
H -0.0466 2.5299 0.9425
C 3.7042 -1.7256 -3.3918
C -6.1090 -5.9397 -2.1505
C -2.0604 2.2062 -5.8979
O -2.5931 4.7860 3.9195
H 4.0112 -3.8136 -2.6574
O 5.7499 0.5486 2.8994
C 1.4141 5.0429 0.6334
H -4.5088 -2.2121 -3.1143
H 3.4607 -3.0056 2.3857
H -3.6838 -4.7584 -3.3438
O -3.6116 0.4256 -4.7018
H 7.1585 2.8935 2.7267
C 3.0213 -4.6027 0.8760
H -2.2334 1.6258 -6.8042
H -0.6653 4.9792 -6.3342
H -2.8210 2.9667 -5.7214
S 0.8772 6.8318 -5.5314
C -2.9997 -4.1910 1.8253
C -5.9370 0.2747 -4.1465
H 6.1057 -0.9153 -1.6254
N 4.3602 -5.0021 2.6484
H 1.3017 -2.1935 1.2325
O -1.1352 -0.0645 -4.7884
C 2.3797 4.1351 -0.0915
C 6.1981 2.7743 3.2282
C -0.0473 0.2018 3.9406
C 0.0428 1.5703 4.3673
H -2.7423 -5.1895 1.4720
C 1.1173 1.6080 5.2246
H 1.7964 6.0456 0.8242
C 0.9691 2.8150 1.2167
H 0.5087 5.1469 0.0354
H -5.8493 3.3776 4.4755
H -3.1286 -3.3855 1.1023
C 4.7212 1.1761 2.1906
C -3.4332 -4.0176 -2.5846
H 2.4392 -4.0543 0.1502
C -3.4683 -2.5316 -3.0566
H -2.9151 0.6937 1.6710
C 5.6230 0.0619 -1.6101
H -6.7753 -5.0778 -2.1144
H 1.2409 5.1557 -2.8219
H -1.2671 -0.1052 -1.0931
C -5.2015 4.2345 4.2904
H 5.6101 1.3346 4.8114
O -3.5584 -6.5190 -1.4525
H 0.0450 4.5148 2.2518
C 1.0163 4.2083 1.8636
S -3.5028 3.6307 4.0894
H 4.9452 -6.9691 2.1103
H -5.2543 4.9855 5.0786
H -6.3007 -0.0478 -5.1222
O 1.6995 7.6673 -6.3836
O -3.7837 2.8680 2.6372
H -0.6751 -0.2447 3.1837
H -3.4366 -3.8589 5.1932
H 1.4755 -0.5293 1.7197
H -1.0648 2.5952 -6.1115
H -0.5117 -1.7550 -1.2079
C -3.5645 0.5252 2.5301
S 5.4008 0.3085 -3.4489
O 1.7521 -0.9080 -0.3429
H -1.1156 -1.6078 0.9792
C -2.5826 -4.4828 5.4565
O -4.3297 -4.1294 -1.5199
H -3.6267 -6.4569 5.9787
H 5.5617 2.8850 1.1870
H -5.7438 -6.1013 -3.1647
H -2.9706 -1.8993 -2.3214
H 3.7539 0.9530 2.6408
O 1.8062 2.8491 0.0634
H -2.9694 -5.5769 7.3038
C -2.7951 -5.8077 6.2529
O -1.9331 1.7051 -3.1700
H -0.3604 6.1043 -7.6020
C 0.9382 -0.5180 4.7319
C -0.3515 -0.8814 0.7022
H -5.1526 1.6149 3.5187
H -4.0702 -0.4275 2.3733
O 1.8624 5.6970 -4.6890
C 4.3253 -6.1293 1.8331
H 3.3874 -1.3941 -2.4029
O -0.2219 7.3279 -4.7377
H 4.2643 -3.6405 -4.3685
H -3.9968 -4.2972 2.2526
C -4.5460 1.7461 2.6227
H 2.9396 3.5566 -3.8297
S -2.0709 1.0071 -4.4579
H 4.6323 0.8095 1.1679
H -5.1753 1.6742 1.7356
C 1.1538 4.7763 -3.8400
H -2.4647 -4.3809 -2.2407
H 7.1764 1.0785 4.1328
H 1.6586 2.8164 -3.0434
H 2.9547 -1.2212 -4.0018
H 4.2702 3.2983 2.3463
H -4.6047 1.6233 -3.2898
H 6.2438 0.8707 -1.2248
H 3.2322 -6.5894 -0.0352
H 1.0584 -0.4238 -2.3200
O -1.9945 -4.8943 4.2089
H 4.9158 -4.8722 3.4818
H -1.8812 -3.8771 6.0304
H -0.5527 2.3952 4.0047
H 1.2944 -1.5369 4.7685
H -5.3978 4.6062 3.2847
H -6.7747 0.8466 -3.7474
H 1.2558 2.0044 1.8867
H -1.9197 -6.4463 6.1354
H 0.8921 4.8858 -7.0539
O -3.2525 2.5966 5.0494
C 0.1209 5.5996 -6.7644
H 2.6236 -3.5255 -3.6514
C -0.4353 -0.7465 -0.8015
H 1.5716 2.4968 5.6370
C 5.1567 2.6865 2.1794
H -2.8856 -2.3901 -3.9669
C 3.6009 -4.0002 1.9888
C 1.8596 3.4370 -3.9167
H 0.8749 0.7921 -1.0065
H -4.8779 1.9085 -5.0297
N 1.5509 0.3764 5.5511
H 2.4693 4.3811 -1.1496
C -4.7060 1.1498 -4.2663
H -2.9384 0.3279 3.4002
H 4.6778 -0.0244 -1.0740
```